A single H4NP3 molecule at a distorted geometry. Source: OMol25; level of theory: ωB97M-V/def2-TZVPD.

Atoms and positions in Å:
N  2.70564  0.80940  -0.33486
P  1.58872  0.07796  0.44065
P  -0.41133  -0.94427  -0.47938
P  -1.46143  0.57192  0.67500
H  2.74088  0.74454  -1.33134
H  -0.18495  -2.10799  0.52966
H  -2.31507  1.04619  -0.34247
H  -2.66246  -0.19774  0.84274

Frontier orbital gap ... 7.9 eV
Charge ... 0
Spin multiplicity ... 1
SMILES string ... N=P#[PH]P
Lowest unoccupied orbital energy ... -0.6 eV


9 unconnected molecules or ions with the total composition ClH16O8 at a distorted geometry. Source: OMol25; level of theory: ωB97M-V/def2-TZVPD.

Atoms and positions in Å:
Cl  0.54909  0.75623  -0.04721
O  -1.45976  2.50883  1.49272
H  -0.72600  2.07352  1.02347
H  -2.27329  2.58057  0.99523
O  0.65834  0.69174  -3.07894
H  1.32860  0.04542  -3.35353
H  0.74520  0.79202  -2.13082
O  1.62532  -2.26971  1.00767
H  1.20618  -1.38827  1.00771
H  2.13932  -2.29577  1.79763
O  3.22267  -0.75122  -0.92754
H  2.93953  -1.43170  -0.39287
H  2.61366  -0.08677  -0.61318
O  -2.83908  -0.67468  0.37043
H  -3.16445  -1.42021  0.83832
H  -1.92217  -0.69005  0.37931
O  -2.27433  1.44163  -1.78540
H  -1.49117  1.38882  -1.25029
H  -2.79902  1.98509  -1.24952
O  0.99115  0.80795  3.25061
H  0.24909  0.22306  3.31363
H  0.97188  1.01983  2.31906
O  -0.47473  -1.90719  -0.98491
H  -0.10655  -1.04285  -0.67952
H  0.29052  -2.35631  -1.30208

Frontier orbital gap ... 10.4 eV
Charge ... -1
Spin multiplicity ... 1
Lowest unoccupied orbital energy ... 3.1 eV


10 unconnected molecules or ions with the total composition C44H114N6O16 at a distorted geometry. Source: OMol25; level of theory: ωB97M-V/def2-TZVPD.

Atoms and positions in Å:
C  -15.64461  13.06586  5.77093
C  -16.45183  12.08290  6.63976
O  -16.62959  10.96026  5.85018
H  -15.41824  13.98380  6.31336
H  -16.21363  13.46120  4.92948
H  -14.73583  12.70482  5.28942
H  -17.43917  12.52501  6.77323
H  -16.03768  11.94882  7.63906
H  -17.43319  10.50680  6.11511
C  -18.03010  20.28530  11.36361
C  -18.03076  21.63508  10.82895
O  -16.97339  21.79616  9.97115
H  -18.72398  20.13315  12.19036
H  -17.06020  20.13116  11.83650
H  -18.38479  19.61748  10.57856
H  -18.00293  22.23735  11.73703
H  -18.89151  21.80205  10.18141
H  -16.22626  22.22502  10.39476
C  -13.01967  22.35714  7.20772
C  -12.17397  21.89657  5.96551
O  -10.95126  21.36942  6.44107
H  -13.92652  22.88981  6.92137
H  -12.48238  23.05224  7.85291
H  -13.22810  21.46171  7.79326
H  -12.14550  22.70007  5.22952
H  -12.75719  21.10615  5.49309
H  -10.30364  22.07732  6.47367
C  -16.23209  18.00691  1.10402
C  -14.84460  17.39618  1.58272
O  -14.14325  18.36814  2.32854
H  -16.67563  18.39248  2.02202
H  -16.80659  17.39308  0.41028
H  -15.96508  18.92366  0.57831
H  -14.20964  17.00135  0.78961
H  -15.05892  16.52684  2.20435
H  -14.52009  18.41051  3.21047
C  -19.13702  16.49365  17.44720
O  -18.15126  17.50640  17.36241
C  -16.90421  17.20820  16.78654
C  -17.00090  17.43328  15.20515
N  -16.05189  16.59819  14.38023
C  -16.37332  15.14593  14.44671
C  -15.36650  14.09813  13.84479
O  -15.57415  14.06236  12.39747
C  -15.09441  13.05013  11.60464
H  -18.72301  15.74857  18.12658
H  -19.32723  15.94121  16.52702
H  -20.10633  16.82157  17.82273
H  -16.61245  16.23495  17.18121
H  -16.18163  17.96609  17.08915
H  -16.87082  18.45778  14.85644
H  -18.02240  17.14879  14.95278
H  -15.68013  16.87438  13.48267
H  -17.42032  14.96253  14.20527
H  -16.24711  15.01508  15.52144
H  -15.62954  13.13931  14.29153
H  -14.29868  14.16855  14.05187
H  -14.06298  12.86017  11.90155
H  -14.98458  13.52542  10.62990
H  -15.64556  12.11056  11.64378
C  -23.45444  10.57577  15.01479
O  -22.94261  11.83458  14.80362
C  -23.78738  12.81378  14.19180
C  -23.00231  14.14051  14.21671
N  -21.96781  14.11858  13.20631
C  -21.25013  15.34569  13.28490
C  -19.95573  15.27552  12.53272
O  -19.27297  16.56064  12.47201
C  -18.24187  16.76901  11.43677
H  -24.28275  10.49137  15.71826
H  -22.63175  9.98705  15.42060
H  -23.64762  10.00627  14.10569
H  -24.75867  12.89891  14.67911
H  -23.92983  12.55887  13.14165
H  -22.56820  14.29214  15.20497
H  -23.77312  14.87900  13.99635
H  -21.47601  13.33455  13.61070
H  -21.04760  15.73557  14.28243
H  -21.73386  16.21468  12.83882
H  -19.95353  14.89920  11.50974
H  -19.34784  14.59087  13.12417
H  -17.48609  17.47166  11.78776
H  -18.65203  17.21481  10.53060
H  -17.73682  15.86661  11.09226
C  -14.53610  17.88375  10.38844
O  -13.12286  17.86954  10.22702
C  -12.44395  18.94159  9.63852
C  -11.42438  18.28788  8.79025
N  -12.01553  17.45281  7.69570
C  -12.61324  18.36805  6.67026
C  -13.23616  17.64916  5.49789
O  -14.51211  18.09180  5.10059
C  -15.49433  17.81975  6.12130
H  -14.66704  18.58342  11.21392
H  -14.88919  16.87641  10.60911
H  -15.03480  18.34586  9.53646
H  -11.95917  19.58855  10.36964
H  -13.07267  19.64006  9.08631
H  -10.72171  17.74126  9.41919
H  -11.00631  19.15878  8.28541
H  -12.80731  16.99914  8.12857
H  -11.66990  18.71225  6.24629
H  -13.24562  19.20404  6.96912
H  -13.40512  16.59058  5.69529
H  -12.53981  17.55396  4.66474
H  -15.77730  16.77518  5.99133
H  -16.31237  18.51280  6.31771
H  -15.09353  17.91144  7.13079
C  -4.99987  17.09704  10.52744
O  -6.25293  16.66395  9.91159
C  -6.14915  16.65997  8.52020
C  -7.57822  16.31354  7.93022
N  -7.77826  14.86222  7.87897
C  -9.19775  14.66507  7.50447
C  -10.12573  14.46728  8.70516
O  -9.96354  13.15324  9.39115
C  -9.42862  12.02882  8.73385
H  -5.18962  17.24200  11.59095
H  -4.76438  18.10074  10.17358
H  -4.11499  16.46483  10.60104
H  -5.45677  15.86940  8.23089
H  -5.75690  17.62323  8.19402
H  -7.65329  16.71850  6.92103
H  -8.37372  16.73490  8.54482
H  -7.57269  14.51477  8.80479
H  -9.12625  13.82055  6.81906
H  -9.57691  15.53789  6.97294
H  -11.09530  14.41457  8.20991
H  -10.25475  15.28015  9.41979
H  -10.14389  11.58077  8.04411
H  -9.31318  11.32910  9.56160
H  -8.51635  12.45728  8.31875
C  -7.60388  20.19687  4.00977
O  -7.74575  19.56211  2.77087
C  -8.94353  19.89080  2.18766
C  -10.10658  18.92296  2.41602
N  -9.69900  17.58604  1.89246
C  -10.41532  16.56183  2.65020
C  -9.72684  15.18541  2.72229
O  -8.31368  15.11028  3.11247
C  -7.97054  15.91701  4.23578
H  -6.84612  19.73474  4.64248
H  -8.45847  20.16007  4.68536
H  -7.19895  21.20484  3.91949
H  -8.82272  19.93308  1.10520
H  -9.19341  20.93792  2.35850
H  -10.98841  19.15427  1.81856
H  -10.36314  18.96373  3.47461
H  -8.70592  17.48797  2.04819
H  -11.40874  16.62165  2.20561
H  -10.49978  16.83796  3.70125
H  -9.88095  14.67811  1.76992
H  -10.23866  14.51692  3.41457
H  -7.09633  15.54183  4.76784
H  -8.77509  15.97740  4.96869
H  -7.79569  16.96348  3.98596
C  -6.15765  27.29321  9.68356
O  -6.06640  25.97810  10.15585
C  -7.07863  25.11632  9.63484
C  -6.55390  23.71553  9.83814
N  -7.51010  22.81327  9.32633
C  -7.02657  21.48125  8.95960
C  -8.14108  20.44256  8.73844
O  -8.95644  20.28816  9.91030
C  -8.51303  19.25273  10.85396
H  -7.20599  27.54091  9.51704
H  -5.75097  27.34022  8.67337
H  -5.81294  28.01729  10.42177
H  -7.32321  25.29975  8.58859
H  -8.00210  25.27741  10.19104
H  -6.31903  23.53612  10.88730
H  -5.64271  23.49848  9.28071
H  -8.44113  22.97953  9.68082
H  -6.32222  21.02820  9.65728
H  -6.51075  21.41137  8.00192
H  -7.87063  19.46560  8.33780
H  -8.58767  20.92565  7.86937
H  -8.61616  18.25478  10.42785
H  -9.06519  19.29172  11.79295
H  -7.45558  19.41650  11.06155

Frontier orbital gap (alpha / beta) ... 7.3 / 2.3 eV
Charge ... +1
Spin multiplicity ... 2
Lowest unoccupied orbital energy (alpha / beta) ... -2.5 / -7.4 eV


E, respectively: -1081.12601 -1071.82055 -3276.32471 a.u..